No. 1
Below is C26H55AlN2O26 as an isolated structure, with properties calculated with ωB97M-V/def2-TZVPD.

Results
Gap between HOMO and LUMO, eV: 1.57
Total charge: +2
Energy above the lowest of the compared OMol25 structures with the same formula, charge and spin, eV: 0.569
HOMO energy, eV: -14.01

Structure (XYZ):
```
110
Properties=species:S:1:pos:R:3:mulliken_charge:R:1
C -1.4294 -2.1766 -6.9309 0.65
O 0.2939 -3.8733 -1.8211 -0.47
O 0.2983 2.0628 7.0013 -0.40
H -5.3211 3.3265 -2.6409 0.34
H 2.3953 -7.4750 2.2867 0.27
H -1.1747 4.4889 -0.5888 0.40
H -1.5799 2.6496 -0.5885 -0.19
C -1.6552 -1.6200 -9.2853 -0.67
H 1.3586 1.7019 0.3530 -0.13
C -1.9288 -4.5076 0.6563 -0.11
H -3.3089 -0.7530 1.0883 0.44
C -0.8900 3.4619 -0.8176 0.22
O -3.0792 -1.9642 5.1241 -0.27
H -0.6489 -3.2678 -4.4811 0.34
C 1.2820 5.1190 -4.6286 -0.78
H 0.0620 -1.9854 7.5729 0.16
H -4.1038 2.1880 -2.0041 0.21
O 3.0066 0.9821 -5.6833 -0.57
Al 1.6157 -1.7076 3.4201 1.21
H -0.3039 -3.6161 7.2303 0.30
H -1.1554 -1.7652 -3.7122 -0.23
H 4.1537 3.5832 5.4931 0.32
C 3.8024 2.7621 4.8683 -0.13
C 2.2324 -6.3975 2.3099 -0.55
H 4.4643 1.8977 4.8152 0.33
H -0.7384 3.3157 3.3454 0.39
N 1.3547 -4.5074 -1.7238 0.92
H -1.3726 -1.8358 -0.4880 0.01
H -1.7527 -4.0880 -0.3342 0.15
O -0.5475 3.3254 -2.2189 -0.14
H 2.2501 -3.2158 -0.5365 0.22
H -4.3536 -1.7155 3.5430 0.32
H -1.2781 -2.6226 -9.4868 0.32
O 3.4395 3.2294 3.5427 -0.35
H 2.5113 -6.0486 3.3042 0.27
N -4.6674 3.8764 -0.7987 0.90
H -3.2989 0.5003 -0.0931 0.31
C -3.2976 -1.5947 3.7844 0.20
O -1.4388 -1.2111 -7.9720 -0.29
C -0.9943 -0.8208 -0.6090 -1.21
O -1.0534 -1.6625 -5.7868 -0.16
H 2.8871 -5.7884 1.6866 0.24
C 0.2811 -5.0646 1.5807 0.61
O 1.1753 4.8426 -1.9274 -0.54
H -1.4892 -0.4131 -1.4904 0.67
H 2.3313 2.2242 7.7651 0.26
H -2.6940 -1.5807 -9.6131 0.28
O 1.5040 -5.6911 -1.7489 -0.48
H -2.7375 -2.1012 2.9984 -0.29
H -2.2888 -2.7494 -4.5906 0.46
O -0.8643 -1.6387 5.0687 -0.30
H 4.7122 2.7579 -6.3042 0.34
C 2.5921 -3.7700 -1.4106 -0.77
H 2.2390 5.4566 -4.2307 0.34
H -1.0152 -3.0604 8.6453 0.28
H 1.6906 0.6692 7.4755 0.26
H -0.9300 0.9261 0.5105 -0.82
H -3.1456 0.9018 1.5556 0.39
O 3.5347 2.8465 -4.5610 -0.27
H -1.9592 -3.6508 1.3294 -0.16
O 0.8343 -6.2348 1.9394 -0.34
O 2.5574 1.1791 2.7888 -0.46
C 4.1346 3.4754 -5.7215 -0.76
C -4.9700 2.8003 -1.7532 -0.73
H 1.5055 4.7512 -5.6301 0.21
C -0.7471 -2.7120 7.6479 -0.56
H 3.1474 1.6669 0.1123 0.51
H -5.9032 2.2511 -1.6283 0.34
H 2.8246 -3.2093 -2.3160 0.31
H 0.0662 -0.8809 -0.8537 0.34
C 2.8963 1.6957 -4.7059 0.71
C 0.0890 1.5961 5.7738 0.72
O 0.6744 0.6769 5.1499 -0.41
H 3.4244 -4.4287 -1.1625 0.30
H 2.9280 2.2612 5.2837 -0.25
O 2.2897 1.3871 -3.5415 -0.12
H -0.1301 1.6495 3.2939 -0.05
H 2.2416 3.0089 -0.4937 0.12
H 0.7109 6.0471 -4.6529 0.40
C 2.2771 2.2882 0.3233 -0.28
O -3.9124 4.7264 -1.2477 -0.50
H 1.8705 -0.6587 -3.6418 0.44
H 0.0520 3.3102 -0.2907 -0.19
H 1.1083 1.6639 8.8902 0.28
O -1.9397 -3.2615 -7.0368 -0.50
O -1.9424 -2.3141 6.9390 -0.36
H 0.8931 0.2081 -2.5483 -0.36
H -2.8952 -0.6028 3.5788 0.03
H 0.5683 0.3934 -4.2826 0.44
H -2.8844 -5.0271 0.5861 0.34
H -1.1074 -0.9842 -9.9809 0.27
O 2.5092 3.0508 1.5361 -0.34
C -2.8019 0.1741 0.8205 -1.52
C 1.3531 0.2944 -3.5327 -0.41
O -0.9575 -5.4827 1.1525 -0.29
O 0.4073 4.2420 -4.0024 -0.31
C 1.4046 1.6553 7.8413 -0.60
H 4.7571 4.3290 -5.4529 0.25
C 0.5161 4.1513 -2.6546 0.72
C -1.8645 -1.9409 5.6310 0.55
C -1.2906 -0.0821 0.7145 1.69
O -0.7598 2.4034 5.1910 -0.39
C 2.7885 2.3976 2.6305 0.62
H 3.3168 3.8381 -6.3441 0.31
H -1.8332 1.8587 3.5438 0.30
O -0.6481 -0.6639 1.8013 0.34
O 0.6911 -3.9053 1.5637 -0.47
C -1.2644 -2.3772 -4.6076 -0.41
O -5.0933 3.8672 0.3491 -0.53
C -0.8642 2.3123 3.7522 -0.46
```



No. 2
Below is a 2-piece molecular cluster, C2H9N3S2 overall, with properties calculated with ωB97M-V/def2-TZVPD.

Results
Gap between HOMO and LUMO, eV: 8.92
Energy above the lowest of the compared OMol25 structures with the same formula, charge and spin, eV: 1.021
HOMO energy, eV: -8.67

Structure (XYZ):
```
16
Properties=species:S:1:pos:R:3:nbo_charge:R:1
H 1.5880 1.9191 -3.0844 0.24
H 2.9998 1.2040 -2.2045 0.22
S -0.2864 0.2684 -2.0881 -0.15
H 2.5224 2.9142 -1.9995 0.23
H -0.4206 -0.6742 3.5497 0.33
H -1.5978 -2.4734 2.7391 0.38
C 2.1631 1.8968 -2.1628 -0.73
N -0.5440 -0.1404 2.6982 -0.79
H -0.4955 0.4574 0.2828 0.40
N -0.8839 -0.4723 0.4281 -0.85
N -1.1088 -2.2825 1.8801 -0.84
H -1.4373 0.7439 -1.6575 0.13
H -1.1051 -1.1215 -0.2941 0.40
S 0.9926 1.3434 -0.8728 0.07
C -0.8057 -0.9130 1.7110 0.58
H -1.5808 -2.6700 1.0746 0.36
```



No. 3
Below is AlBH26O11 as an isolated structure, with properties calculated with ωB97M-V/def2-TZVPD.

Results
Gap between HOMO and LUMO, eV: 2.18
Total charge: +2
Energy above the lowest of the compared OMol25 structures with the same formula, charge and spin, eV: 4.707
HOMO energy, eV: -16.18

Structure (XYZ):
```
39
Properties=species:S:1:pos:R:3:nbo_charge:R:1
H -3.9818 0.0736 -1.0575 0.46
H 5.4762 -0.3460 0.2117 0.48
O -2.1919 0.0941 -4.9532 -0.90
H 1.1674 2.2930 1.5707 0.46
O -3.3786 4.2558 1.4799 -0.79
Al 2.2614 -1.2544 -3.9800 1.00
H -2.6445 0.0627 -5.7960 0.49
H -3.6049 3.7377 2.2523 0.48
O -4.7393 0.3594 -1.5682 -0.84
H -5.4285 0.4975 -0.9184 0.49
H 0.6772 0.4981 -0.5069 0.15
O 2.8259 -0.4993 4.1367 -0.94
O 2.5960 -4.4641 -0.5255 -0.92
O -1.4723 -4.0817 -3.2502 -0.90
H -0.6895 -0.5839 -0.8956 0.10
O 1.6639 2.7745 2.2325 -0.84
H 2.7051 -1.4433 4.0345 0.48
H 2.0780 2.0943 2.7637 0.48
H 0.6234 -0.9742 0.3060 0.19
B -0.0247 -0.2267 -0.1245 -0.42
H -2.2055 -3.7506 -2.7316 0.48
H 2.5856 -5.4198 -0.4725 0.49
H 3.7596 -0.3953 4.3202 0.48
H 3.4671 3.8493 -4.1482 0.48
H -3.0507 -3.4167 1.6640 0.49
H -1.8090 -4.8782 -3.6607 0.49
H -2.4659 4.0310 1.2991 0.47
O -3.0612 -3.0478 0.7808 -0.85
H -0.2753 3.1614 6.1230 0.49
H 2.3676 4.2346 -3.1816 0.48
H -2.4690 -2.2972 0.8271 0.46
H -2.8713 0.3383 -4.3248 0.48
O 4.6974 -0.0310 -0.2471 -0.93
H -0.6407 0.1761 0.6646 0.13
O -0.8625 2.6433 5.5726 -0.80
O 2.7825 3.4763 -3.5929 -0.93
H 2.1780 -4.1742 0.2853 0.47
H -0.2781 2.1372 5.0082 0.47
H 4.2327 0.4961 0.4029 0.47
```



No. 4
Below is an isolated ion of composition C11H18NO3 and charge -1, with properties calculated with ωB97M-V/def2-TZVPD.

Results
Gap between HOMO and LUMO, eV: 7.17
Total charge: -1
Energy above the lowest of the compared OMol25 structures with the same formula, charge and spin, eV: 0.281
HOMO energy, eV: -3.82

Structure (XYZ):
```
33
Properties=species:S:1:pos:R:3:nbo_charge:R:1
C -3.9104 -0.1953 -0.0821 -0.59
O -0.1605 2.7637 0.1051 -0.51
H -4.2489 -0.1186 -1.1134 0.20
H 2.4494 -0.1976 2.0494 0.20
H 2.6569 -2.1648 -0.2017 0.19
H -4.2912 0.6631 0.4656 0.22
N 1.0060 0.7709 -0.0563 -0.71
H 1.1009 -1.7879 0.5545 0.21
H -0.7729 -1.2578 -0.9631 0.23
C 1.1898 2.0291 0.0700 0.84
H -2.2822 0.4432 2.0367 0.20
H -2.2740 -1.3184 1.8482 0.18
H -4.3114 -1.1095 0.3562 0.19
H 3.9642 -0.3118 -1.3730 0.18
H 3.3489 1.1250 1.2981 0.23
C 1.7816 -1.5170 -0.2482 -0.60
O 2.1113 2.8126 0.1829 -0.71
C -2.3820 -0.2149 -0.0278 -0.13
H 3.4126 1.3657 -1.1864 0.23
C -1.2021 2.0805 -0.1039 0.68
C -1.8233 1.0301 -0.6452 -0.02
H 3.9277 -0.5459 1.1312 0.18
H -2.0896 -2.3296 -0.4337 0.18
O -2.4704 2.4594 -0.1143 -0.58
C 3.0429 0.0891 1.1829 -0.63
C 3.0884 0.3348 -1.3048 -0.63
H 2.5102 0.2556 -2.2244 0.20
C 2.2083 -0.0497 -0.1043 0.12
H -2.2759 -1.3260 -1.8824 0.20
H 1.2821 -1.6710 -1.2009 0.20
H -0.8258 -0.3594 1.4439 0.23
C -1.9134 -0.3801 1.4238 -0.62
C -1.8471 -1.3675 -0.8830 -0.59
```